Record 1
75
Properties=species:S:1:pos:R:3:lowdin_charge:R:1 method="wB97M-V/def2-TZVPD" lumo_ev=-0.978
Mg 2.61 0.30 -0.42 0.46
Br 6.78 -4.63 3.04 0.71
C 5.95 -3.35 1.91 -0.70
C 6.20 -3.38 0.53 -0.11
C 5.62 -2.46 -0.30 0.00
C 4.75 -1.44 0.19 -0.34
O 4.28 -0.56 -0.63 -0.15
C 4.49 -1.46 1.59 -0.12
C 3.63 -0.50 2.24 -0.04
N 2.92 0.35 1.59 0.03
C 2.17 1.39 2.17 -0.18
C 1.64 1.42 3.43 0.01
C 0.96 2.57 3.89 -0.05
C 0.83 3.68 3.10 -0.03
C 1.34 3.66 1.78 -0.15
C 1.25 4.76 0.90 -0.01
C 1.74 4.67 -0.37 -0.04
C 2.29 3.44 -0.79 -0.10
N 2.40 2.39 -0.01 0.08
C 1.96 2.50 1.30 -0.13
C 5.11 -2.41 2.43 -0.10
H 6.85 -4.15 0.12 0.10
H 5.81 -2.47 -1.37 0.12
H 3.64 -0.49 3.33 0.13
H 1.75 0.57 4.08 0.12
H 0.55 2.58 4.89 0.11
H 0.33 4.57 3.46 0.12
H 0.79 5.68 1.25 0.13
H 1.68 5.50 -1.06 0.11
H 2.64 3.33 -1.81 0.13
H 4.92 -2.39 3.49 0.11
C -3.33 -2.59 0.98 -0.03
C -2.55 -1.41 1.56 -0.65
C -3.41 -0.14 1.54 -0.03
C -2.10 -1.72 2.98 -0.03
O -1.35 -1.21 0.82 -0.16
Si -1.00 -0.64 -0.68 -0.12
S 0.96 -1.24 -1.06 0.41
O -1.19 1.00 -0.64 -0.15
C -1.82 2.00 -1.44 -0.64
C -3.24 1.64 -1.87 -0.02
C -1.86 3.24 -0.56 -0.02
C -0.94 2.23 -2.66 -0.01
O -2.09 -1.22 -1.76 -0.17
C -2.11 -2.15 -2.86 -0.65
C -1.26 -1.61 -4.00 -0.04
C -3.57 -2.24 -3.29 -0.03
C -1.61 -3.51 -2.39 -0.03
H -4.24 -2.76 1.57 0.09
H -2.72 -3.49 1.01 0.09
H -3.61 -2.38 -0.05 0.07
H -4.25 -0.24 2.24 0.09
H -3.81 0.03 0.54 0.07
H -2.80 0.72 1.83 0.09
H -2.96 -2.01 3.60 0.09
H -1.62 -0.85 3.43 0.08
H -1.39 -2.54 2.97 0.09
H -3.93 1.68 -1.02 0.08
H -3.28 0.65 -2.31 0.06
H -3.58 2.37 -2.62 0.09
H -2.45 3.04 0.33 0.09
H -2.32 4.08 -1.10 0.09
H -0.85 3.52 -0.26 0.06
H -0.92 1.33 -3.28 0.08
H 0.09 2.45 -2.35 0.07
H -1.31 3.06 -3.26 0.09
H -1.68 -0.67 -4.37 0.08
H -1.25 -2.32 -4.82 0.09
H -0.23 -1.44 -3.66 0.05
H -3.95 -1.25 -3.56 0.08
H -4.18 -2.63 -2.47 0.08
H -3.67 -2.90 -4.15 0.09
H -0.57 -3.45 -2.08 0.06
H -1.69 -4.23 -3.21 0.09
H -2.21 -3.86 -1.55 0.08

=====

Record 2
74
Properties=species:S:1:pos:R:3:lowdin_charge:R:1 method="wB97M-V/def2-TZVPD" lumo_ev=0.254 smiles="CCN(CC)CCN1C(=O)[C@H]2[C@@H](C(=O)Nc3ccc(Br)cc3)[C@@H]3C=C[C@]2(O3)[C@H]1C(=O)NC1CCCCC1" de_lowest_kcal_mol=0.42
C -2.18 -3.49 -1.58 -0.08
C -1.65 -2.82 -2.85 -0.25
N -1.71 -1.37 -2.88 -0.19
C -3.05 -0.82 -2.84 -0.25
C -3.10 0.56 -3.48 -0.08
C -0.78 -0.71 -1.99 -0.17
C 0.32 0.01 -2.78 -0.08
N 1.05 0.96 -1.96 0.02
C 0.48 2.13 -1.59 -0.41
O -0.64 2.49 -1.87 0.11
C 1.55 2.95 -0.86 -0.05
C 1.27 3.53 0.53 -0.07
C -0.13 3.16 1.05 -0.42
O -0.92 4.02 1.38 0.10
N -0.35 1.82 1.08 0.16
C -1.55 1.14 1.22 -0.21
C -1.49 -0.25 1.30 -0.02
C -2.65 -0.99 1.38 -0.14
C -3.87 -0.34 1.36 -0.69
Br -5.48 -1.37 1.43 0.70
C -3.95 1.04 1.29 -0.12
C -2.79 1.78 1.23 0.01
C 2.42 2.83 1.33 -0.21
C 3.74 3.33 0.79 0.02
C 3.91 2.72 -0.38 0.03
C 2.66 1.90 -0.56 -0.34
O 2.37 1.52 0.79 -0.04
C 2.41 0.74 -1.52 -0.08
C 2.58 -0.56 -0.70 -0.43
O 1.65 -1.14 -0.19 0.09
N 3.87 -0.94 -0.60 0.12
C 4.30 -1.98 0.32 -0.32
C 5.33 -2.89 -0.35 -0.15
C 5.77 -3.98 0.61 -0.20
C 6.34 -3.38 1.89 -0.21
C 5.31 -2.47 2.55 -0.20
C 4.87 -1.37 1.59 -0.14
H -2.09 -4.57 -1.66 0.07
H -1.62 -3.15 -0.71 0.06
H -3.23 -3.24 -1.43 0.07
H -2.21 -3.19 -3.72 0.11
H -0.60 -3.10 -3.00 0.11
H -3.70 -1.50 -3.40 0.12
H -3.44 -0.75 -1.81 0.11
H -2.50 1.27 -2.93 0.05
H -2.74 0.51 -4.51 0.07
H -4.13 0.92 -3.50 0.07
H -1.30 0.04 -1.39 0.11
H -0.31 -1.42 -1.30 0.09
H -0.15 0.57 -3.59 0.13
H 1.03 -0.70 -3.20 0.13
H 1.89 3.72 -1.56 0.17
H 1.36 4.62 0.56 0.16
H 0.46 1.22 0.92 0.13
H -0.53 -0.75 1.28 0.11
H -2.61 -2.07 1.43 0.10
H -4.91 1.53 1.29 0.10
H -2.83 2.86 1.17 0.11
H 2.29 2.82 2.41 0.17
H 4.35 4.07 1.27 0.11
H 4.69 2.83 -1.11 0.12
H 3.10 0.75 -2.37 0.17
H 4.59 -0.34 -0.96 0.15
H 3.40 -2.56 0.56 0.15
H 4.91 -3.33 -1.26 0.12
H 6.20 -2.29 -0.65 0.12
H 6.52 -4.62 0.13 0.11
H 4.91 -4.61 0.86 0.12
H 6.64 -4.17 2.58 0.11
H 7.24 -2.80 1.65 0.11
H 5.74 -2.02 3.46 0.11
H 4.45 -3.06 2.85 0.12
H 4.12 -0.73 2.06 0.12
H 5.73 -0.74 1.34 0.12